Record 1
Density functional theory data (ωB97M-V with the def2-TZVPD basis set) for 2 unconnected molecules or ions with the total composition C18H28N2O2.

Its calculated total energy is -26188.428 eV. The value obtained for the HOMO energy is -0.313 hartree. Its structure (SMILES) is CCOCCOc1ccc2nccnc2c1.CCCCCC. Its energy above the lowest of the compared OMol25 structures with the same formula, charge and spin is 939.60 kJ/mol. The value obtained for the LUMO energy is -1.0 eV. As for the HOMO-LUMO gap: 7.6 eV. For the largest force on an atom, the calculation gives 5.80 eV/A.

```
50
C18H28N2O2, DFT ωB97M-V with the def2-TZVPD basis set
O -2.60139 2.26657 1.64753
O 0.84609 1.10358 2.63120
N -5.79561 -0.71526 4.31719
N -7.41481 -1.37428 1.65452
C 2.25343 -0.74336 1.51889
C -4.56267 1.10170 0.26934
C -0.08195 1.73207 1.71470
C 3.25926 -0.86208 -3.32111
C -3.78419 1.42575 1.58490
C -5.48342 -0.16698 3.02419
C -7.69697 -1.90538 2.94610
C -4.24723 0.80335 2.93484
C -6.26641 -0.51217 1.73523
C 5.72843 -0.17051 -3.02032
C 4.55257 -1.00546 -2.50949
C 6.16775 -0.55703 -4.42628
C -1.57146 1.37727 2.22309
C -6.90312 -1.60793 4.24929
C 2.72379 0.56597 -3.43593
C 0.95885 -0.32227 2.41249
C -5.78309 0.15121 0.37962
C 2.34504 1.16892 -2.08951
H 0.09124 2.87649 1.68076
H 6.57508 -0.31174 -2.33955
H 2.49123 -1.49656 -2.86332
H 3.08551 0.01099 1.71633
H -1.57466 1.35404 3.36452
H 1.87592 -0.72676 0.42374
H -4.24267 1.52239 -0.73802
H 3.20817 1.24276 -1.42344
H 4.84129 -2.06309 -2.50334
H 0.13079 1.34413 0.64819
H -1.80529 0.32544 1.79760
H 3.44988 1.21221 -3.93836
H 5.37127 -0.39786 -5.15729
H 6.46716 -1.60742 -4.46545
H 1.57925 0.56459 -1.59576
H 0.05547 -0.80870 1.90846
H -7.22061 -2.13060 5.21946
H 1.94603 2.17739 -2.22608
H 1.03696 -0.81052 3.46036
H -8.58937 -2.62937 3.02649
H -6.35029 -0.11905 -0.57876
H 1.83319 0.55224 -4.07415
H 5.48553 0.89588 -2.98836
H -3.68170 1.04195 3.91135
H 2.50068 -1.81923 1.82161
H 4.35884 -0.74217 -1.46444
H 3.41489 -1.26176 -4.32876
H 7.02332 0.05067 -4.73428
```

Record 2
Density functional theory data (ωB97M-V with the def2-TZVPD basis set) for C18H28N2O5S in the gas phase.

Its calculated total energy is -43173.345 eV. The value obtained for the HOMO energy is -0.309 hartree. Its structure (SMILES) is CCOC(=O)[C@@]1(Cc2cccc(OC)c2)CCCN(S(=O)(=O)N(C)C)C1. Its energy above the lowest of the compared OMol25 structures with the same formula, charge and spin is 24.51 kJ/mol. The value obtained for the LUMO energy is 0.7 eV. As for the HOMO-LUMO gap: 9.1 eV. For the largest force on an atom, the calculation gives 1.25 eV/A.

```
54
C18H28N2O5S, DFT ωB97M-V with the def2-TZVPD basis set
S 0.12705 -2.17632 -0.43901
O 1.60923 1.47975 3.68480
O 0.94713 -2.45927 -1.57768
O 0.74783 -1.78763 0.79380
O 1.35444 0.23575 -0.90348
O 1.30008 2.30579 -1.75802
N -0.81122 -3.55920 -0.19792
N -1.09953 -1.13479 -0.79625
C 0.74681 1.36178 -1.25074
C 2.50302 0.76464 2.85920
C -1.58329 3.15325 3.46986
C -1.81602 3.17040 2.10299
C -1.61652 -3.43892 0.99577
C 0.52087 2.05611 3.11001
C 3.04594 -0.28832 -2.57849
C -0.43264 2.59064 3.97860
C -0.03247 -4.77890 -0.24886
C -1.65273 -1.21357 -2.12636
C 0.30788 2.12895 1.74009
C -1.20912 0.13349 -0.12576
C -1.15395 -0.07488 -3.01472
C -0.87101 2.65765 1.22737
C -0.75363 1.33990 -0.96385
C 2.76052 0.13003 -1.14494
C -1.12777 2.66075 -0.25641
C -1.43777 1.26789 -2.34292
H -2.51662 1.38490 -2.21129
H -0.99876 -3.42373 1.90075
H 1.05621 1.75911 1.06132
H -1.35922 -2.18335 -2.52631
H -1.07602 2.08909 -2.96482
H 0.61219 -4.71754 -1.12124
H -0.08243 -0.19796 -3.17497
H 1.98912 -0.01172 2.28180
H 4.11414 -0.43764 -2.70755
H 3.22710 1.09663 -0.92236
H -0.62145 0.04190 0.78612
H -0.24948 2.54401 5.04010
H 3.04107 1.43340 2.17915
H -2.31869 3.56654 4.14409
H -2.18502 2.87189 -0.43001
H -2.74646 -1.17486 -2.04590
H 2.52199 -1.21853 -2.78402
H 2.71155 0.48335 -3.26864
H -2.31274 -4.27546 1.04226
H 3.21624 0.29990 3.53836
H -0.70835 -5.62821 -0.34911
H -1.65409 -0.12200 -3.98345
H -2.26120 0.29300 0.14771
H -2.16997 -2.50591 0.93099
H 3.09608 -0.63221 -0.44019
H 0.58521 -4.90912 0.64736
H -2.73525 3.58840 1.71969
H -0.54828 3.46115 -0.72690
```

Record 3
Density functional theory data (ωB97M-V with the def2-TZVPD basis set) for a gas-phase ion, C18H28N3O3 (charge +1).

Its calculated total energy is -29727.151 eV. The value obtained for the HOMO energy is -0.374 hartree. Its structure (SMILES) is CCN(CC)C(=O)C[NH+]1CCN(Cc2ccc3c(c2)OCO3)CC1. Its total charge is +1. Its energy above the lowest of the compared OMol25 structures with the same formula, charge and spin is 206.87 kJ/mol. The value obtained for the LUMO energy is -2.2 eV. As for the HOMO-LUMO gap: 7.9 eV. For the largest force on an atom, the calculation gives 1.31 eV/A.

```
52
C18H28N3O3, DFT ωB97M-V with the def2-TZVPD basis set
O -5.55159 0.63887 4.04964
O 2.40011 -1.94364 -2.11760
O -6.94262 -0.53971 2.64247
N -1.64326 1.00621 -0.36601
N 0.58249 -0.55362 -1.24616
N 4.12794 -1.24305 -0.82750
C 5.04241 -2.21259 -1.42868
C -5.65889 -0.10013 0.57455
C 2.87129 -1.22929 -1.22972
C -0.49402 -1.11782 -0.40270
C 6.11494 -1.56890 -2.29580
C -1.10668 -0.03783 0.48109
C -3.95039 1.34917 2.31056
C 1.84736 -0.28602 -0.54293
C 5.02040 1.03126 -0.32029
C -3.68436 1.26784 0.94059
C -5.91755 -0.00562 1.92073
C -5.07406 0.71106 2.77468
C -0.57538 1.63065 -1.11475
C -2.47376 1.95471 0.36544
C -4.52583 0.55473 0.09984
C -6.74336 -0.11969 3.97705
C 4.65859 -0.35952 0.19779
C 0.05543 0.58428 -2.02961
H -6.31289 -0.64951 -0.08053
H -0.35802 0.35328 1.19564
H 4.43649 -2.88767 -2.03486
H 0.18924 2.08292 -0.45492
H 5.42578 1.61906 0.49831
H 5.55735 -0.83415 0.59431
H -6.66050 -0.99946 4.63281
H 5.50426 -2.78452 -0.61952
H 5.77092 0.97248 -1.10158
H -7.59485 0.49844 4.30172
H 2.14286 0.75703 -0.64258
H -3.31273 1.90112 2.98119
H -0.99360 2.42618 -1.73353
H 1.76616 -0.53333 0.51622
H -0.71444 0.19829 -2.69982
H -4.29343 0.51059 -0.95232
H -0.09240 -1.93939 0.19163
H 3.94028 -0.27564 1.01761
H -1.90618 2.45270 1.16761
H 0.94645 -1.32070 -1.92889
H 5.66483 -0.93710 -3.05730
H 4.15800 1.55701 -0.72094
H 0.86051 1.01328 -2.62785
H -1.92722 -0.47053 1.05531
H -1.26884 -1.50711 -1.06509
H 6.67862 -2.35227 -2.79387
H -2.79578 2.71789 -0.34792
H 6.80994 -0.98028 -1.70351
```

Record 4
Density functional theory data (ωB97M-V with the def2-TZVPD basis set) for 2 unconnected molecules or ions with the total composition C18H28N7O3.

Its calculated total energy is -35690.687 eV. The value obtained for the HOMO energy is -0.384 hartree. Its total charge is +1. The value obtained for the LUMO energy is -2.4 eV. As for the HOMO-LUMO gap: 8.1 eV. For the largest force on an atom, the calculation gives 2.46 eV/A.

```
56
C18H28N7O3, DFT ωB97M-V with the def2-TZVPD basis set
O 0.61677 -3.59758 -3.42656
O -1.67449 3.25947 2.46807
O -1.45857 0.07912 2.24169
N 2.00542 -2.56441 -1.35415
N 3.99087 -1.87237 -0.57764
N -0.56122 -0.75442 -3.89930
N -2.76277 -0.40208 -3.87039
N 0.28251 1.28747 3.07355
N -1.48027 0.50172 -2.21796
N -0.19401 4.70212 1.69611
C 2.13109 -1.84314 0.93211
C 1.11834 5.18697 1.26211
C -0.47776 1.69509 -0.28639
C -0.03379 -3.35283 -2.24586
C 0.69468 -2.83035 -1.16355
C -0.86136 -0.30146 4.49378
C -0.22856 0.78114 -1.48936
C 0.77314 -2.08488 1.13066
C -1.40212 -3.60206 -2.12571
C 0.75342 1.73776 0.64031
C 0.03150 -2.57394 0.05664
C 0.51027 2.33614 2.04691
C -1.59580 -0.21403 -3.32145
C -0.53399 3.47049 2.08600
C -2.05998 -3.32406 -0.92215
C 2.68155 -2.09157 -0.31652
C -1.34631 -2.81003 0.16641
C -0.71708 0.39726 3.16105
H 4.61408 -1.94916 0.21873
H -3.58545 -0.00876 -3.44942
H -0.67023 -1.40248 -4.65698
H -1.35073 1.33472 0.24782
H -3.12345 -3.52501 -0.82103
H 0.30329 -1.90675 2.09303
H 1.05215 6.25002 1.02109
H 0.08346 -0.75841 4.77923
H 1.45078 4.65049 0.37237
H 1.52510 2.32299 0.13892
H 1.57413 -3.53526 -3.22099
H 0.18971 -0.15814 -1.13015
H -2.83459 -0.92259 -4.72464
H -0.94441 5.37452 1.76069
H 0.82585 1.37604 3.91789
H -1.16774 0.42336 5.24624
H 4.28832 -2.31522 -1.44083
H -0.69858 2.70197 -0.64360
H 0.32460 -0.70607 -3.42593
H -1.86518 -2.60002 1.09951
H -1.62793 -1.07103 4.40951
H -2.32807 0.83946 -1.79296
H 1.85356 5.06301 2.06040
H 1.45029 2.80391 2.33191
H 0.49728 1.25593 -2.15282
H 2.75283 -1.45984 1.73198
H -1.94266 -4.02524 -2.96673
H 1.15212 0.73207 0.75840
```